Model 1:
ORCA calculation (wB97M-V/def2-TZVPD) on C6H11NO2 in the gas phase.

Each line ends with the natural charge from an NBO analysis.
CARTESIAN COORDINATES (ANGSTROEM)
C: 1.834 -0.858 -0.404  -0.61
C: 0.607 0.039 0.015  0.11
N: 1.377 1.238 0.214  -0.84
C: -0.269 -0.651 1.152  -0.47
C: -1.565 -0.904 0.325  0.35
O: -2.255 0.316 0.362  -0.53
C: -1.460 1.181 -0.532  -0.11
C: -0.390 0.204 -1.061  0.02
O: -1.054 -1.124 -0.953  -0.51
H: 2.653 -1.053 0.323  0.21
H: 1.351 -1.744 -0.784  0.21
H: 2.123 -0.349 -1.271  0.21
H: 2.210 1.203 0.788  0.37
H: 0.783 1.858 0.822  0.34
H: -0.549 -0.023 2.007  0.22
H: 0.264 -1.605 1.477  0.22
H: -2.237 -1.606 0.706  0.19
H: -1.036 2.031 0.146  0.18
H: -2.171 1.567 -1.251  0.20
H: -0.215 0.281 -2.079  0.22

LUMO = 0.94 eV
SMILES = C[C@]1(N)C[C@H]2OC[C@@H]1O2
Kohn-Sham gap = 10.407 eV
multiplicity = 1



Model 2:
ORCA calculation (wB97M-V/def2-TZVPD) on 2 unconnected molecules or ions with the total composition C6H11NO2.

Each line ends with the natural charge from an NBO analysis.
CARTESIAN COORDINATES (ANGSTROEM)
C: 2.509 -0.558 -0.164  -0.72
C: -0.255 -0.480 -0.758  0.61
C: 1.578 0.531 0.098  0.25
N: -0.695 0.381 -1.706  -0.85
C: 1.259 1.694 0.484  -0.53
O: 0.029 -1.642 -0.956  -0.64
H: -0.931 0.026 -2.620  0.40
H: -1.083 1.263 -1.406  0.41
H: 2.159 -1.488 0.288  0.27
H: 2.622 -0.740 -1.233  0.25
H: 3.477 -0.291 0.273  0.25
H: 0.102 1.829 0.687  0.34
H: 1.902 2.530 0.734  0.27
C: -2.283 -0.848 0.723  -0.64
C: -1.033 0.025 0.888  0.20
O: -1.250 1.297 0.926  -0.69
H: -0.335 -0.397 1.629  0.15
H: -2.016 -1.893 0.574  0.23
H: -2.860 -0.746 1.645  0.22
H: -2.895 -0.493 -0.105  0.22

LUMO (spin up / spin down) = -0.73 / -0.73 eV
Kohn-Sham gap (spin up / spin down) = 7.639 / 7.638 eV
multiplicity = 1



Most stable = model 1



Model 1:
ORCA calculation (wB97M-V/def2-TZVPD) on C3H7FN2O in the gas phase.

Each line ends with the natural charge from an NBO analysis.
CARTESIAN COORDINATES (ANGSTROEM)
C: -2.139 -0.665 0.013  -0.26
O: -1.321 0.499 -0.040  -0.48
C: 0.021 0.286 -0.056  0.52
C: 0.820 1.585 0.010  -0.02
F: -0.033 2.707 -0.010  -0.35
N: 0.466 -0.904 0.033  -0.39
N: 1.948 -0.902 -0.029  -0.70
H: -1.899 -1.378 -0.799  0.19
H: -3.140 -0.319 -0.107  0.19
H: -2.001 -1.195 0.946  0.19
H: 1.436 1.616 0.909  0.20
H: 1.515 1.589 -0.831  0.20
H: 2.117 -1.515 -0.840  0.36
H: 2.209 -1.405 0.802  0.35

LUMO = 1.04 eV
SMILES = CO/C(CF)=N/N
Kohn-Sham gap = 10.359 eV
multiplicity = 1



Model 2:
ORCA calculation (wB97M-V/def2-TZVPD) on 3 unconnected molecules or ions with the total composition C3H7FN2O.

Each line ends with the natural charge from an NBO analysis.
CARTESIAN COORDINATES (ANGSTROEM)
C: 0.069 0.019 0.135  0.13
C: 0.413 1.304 1.020  -0.11
C: -1.046 -0.761 0.359  -0.03
H: -0.649 -1.499 -1.093  0.28
H: 1.513 -1.630 -2.186  0.39
H: 0.374 1.104 2.262  0.19
H: -0.423 2.060 0.907  0.18
H: 1.312 1.748 -0.460  0.49
H: -0.658 -1.823 0.487  0.20
H: -1.808 -0.952 -0.582  0.20
N: 0.399 -0.850 -1.877  -0.63
N: 0.589 0.154 -1.009  -0.27
O: 1.745 1.719 0.632  -0.71
F: -1.829 -0.592 1.404  -0.31

LUMO = -0.17 eV
Kohn-Sham gap = 8.927 eV
multiplicity = 1



Most stable = model 1



Model 1:
ORCA calculation (wB97M-V/def2-TZVPD) on a gas-phase ion, C5H11O (charge -2).

Each line ends with the natural charge from an NBO analysis.
CARTESIAN COORDINATES (ANGSTROEM)
C: 1.949 1.123 1.086  0.01
O: 2.900 1.991 0.710  -0.99
C: 1.089 0.569 -0.114  -0.44
C: 0.039 -0.414 0.426  -0.40
C: -0.837 -1.062 -0.739  -0.45
C: -2.210 -0.443 -0.832  -1.36
H: 2.443 0.218 1.547  0.05
H: 1.207 1.598 1.792  0.06
H: 1.785 0.094 -0.799  0.17
H: 0.616 1.411 -0.619  0.18
H: -0.650 -0.038 1.244  0.18
H: 0.555 -1.203 0.933  0.17
H: -0.942 -2.128 -0.462  0.16
H: -0.275 -1.042 -1.690  0.18
H: -2.790 -0.582 0.079  0.17
H: -2.725 -0.748 -1.733  0.14
H: -2.157 0.656 -0.830  0.18

LUMO (spin up / spin down) = 7.18 / 7.19 eV
Kohn-Sham gap (spin up / spin down) = 3.088 / 6.772 eV
total charge = -2
multiplicity = 2



Model 2:
ORCA calculation (wB97M-V/def2-TZVPD) on a gas-phase ion, C5H11O (charge -2).

Each line ends with the natural charge from an NBO analysis.
CARTESIAN COORDINATES (ANGSTROEM)
C: -2.139 0.860 1.089  -0.02
O: -3.130 1.211 0.213  -1.00
C: -1.201 -0.248 0.550  -0.43
C: -0.087 0.338 -0.359  -0.41
C: 0.916 -0.720 -0.868  -0.45
C: 2.380 -0.415 -0.600  -1.35
H: -2.573 0.468 2.048  0.06
H: -1.483 1.735 1.312  0.08
H: -0.647 -0.694 1.389  0.16
H: -1.755 -0.905 -0.106  0.19
H: -0.619 0.913 -1.117  0.20
H: 0.498 1.032 0.224  0.17
H: 0.688 -1.641 -0.319  0.17
H: 0.745 -0.917 -1.922  0.17
H: 3.054 -1.153 -1.063  0.12
H: 2.703 0.579 -0.937  0.17
H: 2.650 -0.441 0.465  0.17

LUMO (spin up / spin down) = 7.28 / 7.21 eV
Kohn-Sham gap (spin up / spin down) = 3.237 / 6.923 eV
total charge = -2
multiplicity = 2



Most stable = model 2



Model 1:
ORCA calculation (wB97M-V/def2-TZVPD) on a molecular structure, C3H7PS.

Each line ends with the natural charge from an NBO analysis.
CARTESIAN COORDINATES (ANGSTROEM)
C: -0.554 -0.723 1.224  -0.65
C: -0.658 0.934 -0.929  -0.65
C: -0.048 -0.210 -0.195  -0.29
P: 2.151 0.428 0.344  0.50
S: 3.167 -0.630 -0.847  -0.36
H: -0.716 0.076 1.943  0.21
H: 0.097 -1.277 1.814  0.21
H: -1.437 -1.402 1.062  0.21
H: -1.714 1.101 -0.851  0.22
H: 0.046 1.872 -0.688  0.20
H: -0.493 0.792 -2.022  0.22
H: 0.159 -0.961 -0.855  0.19

LUMO = -1.14 eV
Kohn-Sham gap = 6.649 eV
multiplicity = 1



Model 2:
ORCA calculation (wB97M-V/def2-TZVPD) on C3H7PS in the gas phase.

Each line ends with the natural charge from an NBO analysis.
CARTESIAN COORDINATES (ANGSTROEM)
C: -2.186 0.748 0.825  -0.83
P: -1.630 -0.452 -0.174  0.62
C: -0.030 0.500 -1.064  -0.81
S: 1.322 0.701 0.099  0.21
C: 1.783 -1.043 0.280  -0.74
H: -3.049 0.532 1.440  0.22
H: -1.746 1.725 0.918  0.22
H: -0.369 1.491 -1.355  0.24
H: 0.294 -0.074 -1.928  0.22
H: 2.485 -1.108 1.105  0.23
H: 2.243 -1.401 -0.642  0.21
H: 0.883 -1.619 0.498  0.22

LUMO = 0.20 eV
SMILES = C=PCSC
Kohn-Sham gap = 8.406 eV
multiplicity = 1



Most stable = model 2



Model 1:
ORCA calculation (wB97M-V/def2-TZVPD) on 2 unconnected molecules or ions with the total composition HN3O2.

Each line ends with the natural charge from an NBO analysis.
CARTESIAN COORDINATES (ANGSTROEM)
N: 0.630 -1.696 -2.878  0.24
N: -0.817 -0.833 -0.667  0.38
N: 0.184 -0.263 -0.334  -0.44
O: -0.300 -2.020 -2.287  -0.15
O: -1.993 -0.940 -0.385  -0.36
H: 0.116 0.230 0.477  0.34

LUMO (spin up / spin down) = -0.20 / -0.61 eV
Kohn-Sham gap (spin up / spin down) = 9.093 / 8.226 eV
multiplicity = 1



Model 2:
ORCA calculation (wB97M-V/def2-TZVPD) on HN3O2 in the gas phase.

Each line ends with the natural charge from an NBO analysis.
CARTESIAN COORDINATES (ANGSTROEM)
H: 0.620 -0.391 -0.252  0.36
N: -0.353 -0.034 -0.481  -0.29
N: -1.129 -0.039 0.459  0.00
N: -2.506 0.121 0.035  0.59
O: -3.128 1.116 -0.054  -0.30
O: -2.870 -1.033 -0.105  -0.36

LUMO = -0.22 eV
SMILES = [H]/N=N/[N+](=O)[O-]
Kohn-Sham gap = 10.490 eV
multiplicity = 1



Most stable = model 2



Model 1:
ORCA calculation (wB97M-V/def2-TZVPD) on 2 unconnected molecules or ions with the total composition C4H10NOP.

Each line ends with the natural charge from an NBO analysis.
CARTESIAN COORDINATES (ANGSTROEM)
C: 3.395 -0.860 -0.295  -0.09
C: 2.137 -0.079 -0.655  -0.14
O: 2.342 -0.790 0.529  -0.50
H: 3.405 -1.803 -0.829  0.17
H: 4.351 -0.461 0.008  0.18
H: 1.284 -0.341 -1.286  0.21
H: 2.371 0.965 -0.571  0.17
C: -2.546 1.798 0.134  -0.52
C: -1.409 1.232 0.505  0.00
N: -1.207 -0.057 0.157  -0.89
P: -2.577 -1.030 -0.160  0.52
H: -2.852 2.858 0.085  0.22
H: -3.342 1.076 -0.010  0.18
H: -0.498 1.747 0.752  0.20
H: -0.486 -0.420 0.789  0.39
H: -1.737 -2.313 -0.271  -0.03
H: -2.631 -1.521 1.118  -0.06

LUMO = 0.91 eV
SMILES = C1CO1.C=CNP
Kohn-Sham gap = 9.247 eV
multiplicity = 1



Model 2:
ORCA calculation (wB97M-V/def2-TZVPD) on a molecular structure, C4H10NOP.

Each line ends with the natural charge from an NBO analysis.
CARTESIAN COORDINATES (ANGSTROEM)
C: -2.641 0.488 -0.798  0.00
C: 0.668 0.552 2.200  -0.62
C: 0.622 -1.178 -2.087  -0.79
C: 0.966 0.340 0.728  -0.77
N: -1.411 0.728 -0.753  -0.80
O: -1.178 -1.522 0.644  -1.09
P: -0.439 -0.469 -0.117  1.93
H: -3.247 1.343 -1.153  0.18
H: -3.085 -0.434 -0.211  0.20
H: 0.412 1.558 2.352  0.21
H: -0.178 0.043 2.549  0.23
H: 1.495 0.292 2.812  0.22
H: -0.156 -1.495 -2.679  0.20
H: 1.065 -0.428 -2.554  0.19
H: 1.202 -2.075 -1.697  0.22
H: 1.785 -0.485 0.632  0.24
H: 1.365 0.984 0.029  0.25

LUMO = 0.45 eV
Kohn-Sham gap = 9.685 eV
multiplicity = 1



Most stable = model 2